Below is an isolated molecule of C5H6O2 at a distorted geometry, with properties calculated with ωB97M-V/def2-TZVPD.

Calculated values
- SMILES string = C1=C[C@H]2O[C@H]2CO1
- LUMO energy (eV) = 0.90
- largest force on an atom (eV Å⁻¹) = 4.257
- energy (hartree) = -344.4639

ORCA input file:
```
! RIJCOSX wB97M-V def2-TZVPD def2/J DEFGRID3
* xyz 0 1
C 1.44501 0.67867 -0.22732
C 0.40288 1.44419 0.21859
C -0.90634 0.80216 0.45308
O -1.59227 0.09649 -0.73807
C -1.02580 -0.68681 0.17242
C 0.29186 -1.41728 0.09603
O 1.44733 -0.65889 -0.05187
H 2.49680 0.98839 -0.31912
H 0.29192 2.64913 -0.10924
H -1.78634 1.12379 0.92185
H -1.68332 -1.21895 0.99563
H 0.30583 -2.29747 -0.61026
H 0.28897 -1.67130 1.16389
*
```

Below is an isolated molecule of C2H4N4OS at a distorted geometry, with properties calculated with ωB97M-V/def2-TZVPD.

Calculated values
- SMILES string = Oc1n[nH]/c(=N/S)[nH]1
- LUMO energy (eV) = 0.41
- largest force on an atom (eV Å⁻¹) = 4.555
- energy (hartree) = -771.0048

ORCA input file:
```
! RIJCOSX wB97M-V def2-TZVPD def2/J DEFGRID3
* xyz 0 1
O 0.23226 1.21463 2.39274
C -0.02189 0.34330 1.46132
N -0.57850 -0.80214 1.61986
N -0.71852 -1.28348 0.35400
C 0.02073 -0.53503 -0.61440
N 0.20301 -0.80571 -1.87186
S 0.43239 0.70820 -2.75120
N 0.29271 0.60504 0.14560
H 0.25702 0.84204 3.34286
H -0.67442 -2.32761 0.15086
H 0.11088 0.45008 -4.14068
H 0.44432 1.59070 -0.08910
*
```

Below is a cluster of 18 separate species, C43H65IN18O5 in total at a distorted geometry, with properties calculated with ωB97M-V/def2-TZVPD.

Calculated values
- LUMO energy (eV) = 0.09
- largest force on an atom (eV Å⁻¹) = 17.015
- energy (hartree) = -3335.9423

ORCA input file:
```
! RIJCOSX wB97M-V def2-TZVPD def2/J DEFGRID3
* xyz 0 1
C 0.35752 4.93986 2.21697
C -0.98861 4.82081 1.29381
I -0.43975 5.14652 -0.82556
C -1.91797 3.50305 1.55422
C -1.12956 2.07696 1.66687
O -0.50535 1.68864 2.97554
C 0.80560 1.14844 2.48278
O 1.60699 0.40447 3.29518
O 1.12678 1.56343 1.07673
C -0.19561 1.53172 0.43310
C -0.48964 -0.04336 -0.04025
O 0.52807 -0.55574 -0.98646
O 0.59832 0.18288 -2.06346
H 0.77275 3.93227 2.63995
H 0.15246 5.73644 3.05059
H 1.22053 5.37776 1.52070
H -1.66485 5.76365 1.57561
H -2.68961 3.42260 0.64963
H -2.57171 3.67569 2.52242
H -2.03032 1.29321 1.63856
H -0.37883 2.09282 -0.57733
H -1.60065 -0.11455 -0.46265
H -0.47187 -0.79598 0.88523
H 1.53231 0.58815 -2.01439
C 4.65560 -1.30571 3.41525
C 5.77047 -1.31795 2.38221
N 6.69537 -1.32803 1.52517
H 4.30352 -2.32510 3.59590
H 5.02269 -0.88400 4.35500
H 3.82019 -0.69911 3.05506
C 2.32613 -2.74342 -2.95118
C 2.32655 -3.35724 -4.34167
N 2.32683 -3.86644 -5.49527
H 2.94691 -3.34231 -2.27909
H 2.72511 -1.72616 -2.99256
H 1.30613 -2.71014 -2.55863
C 3.36063 1.57517 -5.31022
C 3.09906 1.45153 -3.81806
N 2.88198 1.34897 -2.58014
H 4.42658 1.74062 -5.48941
H 3.05194 0.65840 -5.82009
H 2.79592 2.41746 -5.71920
C -3.11210 -0.81750 4.52065
C -3.11168 -1.43132 3.13016
N -3.11141 -1.94052 1.97656
H -2.49132 -1.41639 5.19274
H -2.71312 0.19976 4.47927
H -4.13210 -0.78422 4.91320
C -1.05173 -5.61240 3.04767
C -1.85237 -4.37840 2.66492
N -2.51657 -3.35468 2.34730
H -0.57197 -5.45927 4.01829
H -1.71286 -6.48114 3.11037
H -0.28122 -5.80485 2.29608
C -2.97736 -1.54806 -3.32198
C -3.86787 -0.35135 -3.03017
N -4.60671 0.64140 -2.78805
H -2.28242 -1.30713 -4.13115
H -2.40539 -1.81381 -2.42870
H -3.58890 -2.40380 -3.62086
C 2.70206 1.61109 6.12565
C 2.95682 1.49045 7.61923
N 3.16809 1.39039 8.85836
H 3.64346 1.79477 5.60051
H 2.25785 0.68629 5.74729
H 2.01748 2.44095 5.93002
C -6.48195 0.87651 2.64258
C -5.21190 1.58643 3.08219
N -4.15821 2.17536 3.44682
H -7.15577 0.75575 3.49529
H -6.98750 1.46150 1.86932
H -6.23721 -0.11010 2.23970
C 2.74602 8.08598 -0.14860
C 1.65832 8.22842 0.90349
N 0.75598 8.34652 1.77636
H 2.42189 8.54853 -1.08493
H 3.66155 8.57687 0.19281
H 2.95501 7.02778 -0.32791
C -4.81783 -5.60109 0.74336
C -4.71004 -6.91709 1.49621
N -4.62066 -8.00883 2.12085
H -4.04209 -5.54675 -0.02542
H -5.79848 -5.52402 0.26574
H -4.69221 -4.76412 1.43567
C 0.20389 -2.51698 -8.30859
C -0.86422 -2.20747 -7.27244
N -1.75040 -1.95065 -6.41289
H 1.17642 -2.62535 -7.82057
H -0.03941 -3.44782 -8.82827
H 0.26069 -1.70558 -9.03934
C 1.62762 3.74775 -8.62273
C 2.14681 4.28212 -7.29791
N 2.57748 4.72549 -6.19881
H 2.45743 3.35683 -9.21798
H 0.90784 2.94414 -8.44427
H 1.13559 4.54901 -9.18085
C -5.65435 -7.37579 -3.09818
C -4.38431 -6.66586 -2.65858
N -3.33061 -6.07693 -2.29394
H -6.32817 -7.49655 -2.24547
H -6.15990 -6.79080 -3.87144
H -5.40962 -8.36239 -3.50106
C -1.50613 5.29855 -5.69302
C -1.50570 4.68473 -7.08352
N -1.50543 4.17553 -8.23712
H -0.88535 4.69966 -5.02094
H -1.10715 6.31581 -5.73440
H -2.52613 5.33184 -5.30047
C 0.10445 11.99830 0.21216
C 1.09922 11.40494 -0.77201
N 1.92446 10.91270 -1.58857
H 0.08151 11.39865 1.12629
H 0.39520 13.02170 0.46485
H -0.89536 12.01117 -0.23035
C 5.54602 -5.79972 4.66899
C 4.65551 -4.60302 4.96081
N 3.91667 -3.61026 5.20293
H 6.24096 -5.55880 3.85982
H 6.11799 -6.06548 5.56227
H 4.93448 -6.65546 4.37012
C -5.46336 -5.89621 5.21603
C -6.26399 -4.66221 4.83328
N -6.92820 -3.63848 4.51566
H -4.98359 -5.74308 6.18665
H -6.12449 -6.76495 5.27873
H -4.69285 -6.08865 4.46444
C 9.53320 -4.31758 1.90110
C 8.81062 -5.34882 2.75238
N 8.21107 -6.20432 3.45859
H 10.52722 -4.12402 2.31366
H 9.63836 -4.68691 0.87725
H 8.96584 -3.38298 1.88597
*
```

Below is an isolated molecule of C6H8S2 at a distorted geometry, with properties calculated with ωB97M-V/def2-TZVPD.

Calculated values
- SMILES string = Cc1cc(S)c(C)s1
- LUMO energy (eV) = 0.80
- largest force on an atom (eV Å⁻¹) = 1.883
- energy (hartree) = -1029.7862

ORCA input file:
```
! RIJCOSX wB97M-V def2-TZVPD def2/J DEFGRID3
* xyz 0 1
C -1.22837 -0.28668 2.61880
C -0.69980 -0.12549 1.20117
C 0.23066 -0.95974 0.57857
C 0.61868 -0.54063 -0.74077
S 1.97871 -1.30805 -1.57843
C -0.08708 0.58377 -1.10457
C 0.19892 1.32663 -2.38637
S -1.21884 1.12414 0.12284
H -0.70253 -1.09147 3.12196
H -2.27338 -0.49395 2.61128
H -1.01335 0.65629 3.17040
H 0.59578 -1.86971 0.99842
H 2.71482 -1.55038 -0.44732
H -0.68341 1.77486 -2.81713
H 0.59624 0.65010 -3.14632
H 0.97294 2.11033 -2.20253
*
```

Below is an isolated molecule of C3HFOS2 at a distorted geometry, with properties calculated with ωB97M-V/def2-TZVPD.

Calculated values
- LUMO energy (eV) = -0.90
- largest force on an atom (eV Å⁻¹) = 1.238
- energy (hartree) = -1086.1908

ORCA input file:
```
! RIJCOSX wB97M-V def2-TZVPD def2/J DEFGRID3
* xyz 0 1
C 1.65914 -0.11592 -0.39636
C -0.85603 -1.33492 0.50571
C -0.64824 1.22861 -0.06954
O -1.17010 2.28499 -0.12215
F -1.31761 -2.55669 0.33428
S 1.07493 1.04947 0.57737
S -1.45330 -0.28000 -0.67606
H 2.71122 -0.27555 -0.15324
*
```

Below is a structure of composition C29H36N4OPPd, with properties calculated with ωB97M-V/def2-TZVPD.

Calculated values
- LUMO energy (alpha / beta) (eV) = -6.32 / -7.71
- largest force on an atom (eV Å⁻¹) = 0.591
- energy (hartree) = -1889.5988
- ⟨S²⟩ = 0.7900

ORCA input file:
```
! RIJCOSX wB97M-V def2-TZVPD def2/J DEFGRID3
* xyz 2 2
Pd 0.29001 -0.21772 -0.18370
C -0.66587 2.79352 -1.06699
N -1.11217 1.74063 -0.14851
C -2.49208 1.33093 -0.49026
C -1.00542 2.07597 1.24702
C -1.12959 3.36668 1.72983
C -1.04766 3.61249 3.09522
C -0.83618 2.56769 3.98411
C -0.71481 1.27109 3.51687
C -0.80566 1.01106 2.14646
N -0.60115 -0.24722 1.55690
C -1.05036 -1.44769 2.03125
C -1.77614 -1.62095 3.23241
C -2.06420 -2.88688 3.68644
C -1.67489 -4.00574 2.95259
C -1.07067 -3.85093 1.70850
C -0.79750 -2.58939 1.22467
N -0.38259 -2.36202 -0.14449
C -1.57441 -2.42972 -1.03385
C 0.63761 -3.30610 -0.62534
H -1.36557 3.63435 -1.10140
H -0.61826 2.36357 -2.06632
H 0.32162 3.14887 -0.77880
H -3.17571 2.18489 -0.44474
H -2.83831 0.57124 0.20885
H -2.50204 0.92288 -1.50030
H -1.29627 4.19056 1.04972
H -1.14593 4.62521 3.46245
H -0.74430 2.76471 5.04337
H -0.46326 0.47755 4.20465
H -2.11997 -0.76380 3.78774
H -2.60544 -3.01105 4.61408
H -1.89322 -4.99888 3.32047
H -0.86106 -4.72603 1.10861
H -1.97992 -3.44535 -1.05621
H -1.27534 -2.13418 -2.03818
H -2.34231 -1.75083 -0.66804
H 0.24098 -4.32012 -0.71773
H 1.48704 -3.31011 0.05464
H 0.95177 -2.98283 -1.61558
O 0.68990 -0.27162 -2.17334
N 1.79922 0.03935 -2.85162
C 1.84083 1.20755 -3.50902
C 2.92428 1.52040 -4.30175
C 3.97063 0.61943 -4.41452
C 3.90161 -0.58270 -3.72213
C 2.79677 -0.85483 -2.94789
H 0.97932 1.84173 -3.37592
H 2.93086 2.46388 -4.82819
H 4.82400 0.84294 -5.03980
H 4.68866 -1.31993 -3.79227
H 2.64520 -1.77248 -2.40105
C 3.85937 -0.49284 0.42514
P 2.42325 0.58678 0.72364
C 2.48570 0.73292 2.53188
C 2.93875 2.21400 0.11921
C 2.50504 3.37593 0.75779
C 2.84666 4.62169 0.25254
C 3.61578 4.72110 -0.89893
C 4.04982 3.56927 -1.54063
C 3.71184 2.32260 -1.03628
H 4.75400 -0.04970 0.86395
H 4.03484 -0.65472 -0.63511
H 3.67012 -1.45910 0.89467
H 3.48449 1.04758 2.83594
H 2.26414 -0.24018 2.97381
H 1.75821 1.45034 2.90103
H 1.90187 3.32056 1.65639
H 2.51968 5.51690 0.76482
H 3.88741 5.69326 -1.28763
H 4.66810 3.64397 -2.42597
H 4.07878 1.43349 -1.53682
*
```

Below is a structure of composition C5F5O6Se2Te3V, with properties calculated with ωB97M-V/def2-TZVPD.

Calculated values
- LUMO energy (alpha / beta) (eV) = 0.85 / 0.84
- largest force on an atom (eV Å⁻¹) = 0.537
- energy (hartree) = -7692.3356

ORCA input file:
```
! RIJCOSX wB97M-V def2-TZVPD def2/J DEFGRID3
* xyz -2 1
V -1.23846 -0.14617 0.74888
Se 0.89156 -0.51482 0.53500
Te 6.22034 -1.59376 0.12514
Te 6.89424 -4.08083 0.01644
Se 3.88892 -1.29339 0.23469
O -6.50676 1.54772 0.30942
C -5.47580 0.96964 0.09177
C -5.08100 -0.40077 0.64536
O -5.83300 -1.18565 1.18101
C -3.66088 -0.54293 0.30627
C -3.23780 0.52832 -0.49135
O -1.97965 0.51211 -0.86994
C -4.33196 1.44660 -0.80795
O -4.41737 2.31472 -1.64293
O -2.78333 -1.44262 0.60571
F -2.13432 2.69502 1.29601
Te -0.22663 2.49016 0.95424
F -0.09995 2.14139 2.84735
F 1.69703 2.45964 1.11920
F -1.59608 -0.06561 2.45173
F -0.11541 4.28012 1.57603
O -0.21582 2.95308 -0.77308
*
```

Below is a structure of composition C23H47AsBrCl3F6InLiNaO11P2Rb at a distorted geometry, with properties calculated with ωB97M-V/def2-TZVPD.

Calculated values
- LUMO energy (eV) = -4.51
- largest force on an atom (eV Å⁻¹) = 8.939
- energy (hartree) = -9588.5114

ORCA input file:
```
! RIJCOSX wB97M-V def2-TZVPD def2/J DEFGRID3
* xyz 0 1
C -2.15173 2.12074 -5.63405
C -2.79618 2.16383 -6.98724
In -4.81382 1.42485 -6.44620
O -4.49998 0.26132 -4.73981
P -6.11348 3.53184 -5.75117
O -5.35199 4.83859 -6.39514
Br -5.70733 3.65111 -3.50212
H -1.14974 2.62409 -5.68166
H -2.83332 2.69997 -4.97867
H -1.94757 1.10249 -5.26204
H -2.32586 1.59436 -7.77779
H -2.81802 3.19205 -7.33319
H -5.58571 0.43738 -7.65927
H -5.31749 0.21153 -4.24587
H -4.77216 4.57368 -7.11343
Rb -1.84401 2.22009 -3.05539
C -3.78457 -2.45137 2.07371
C -3.30877 -3.16330 0.80840
C -3.33038 -2.03154 -0.21084
O -3.05182 -0.82555 0.51655
C -3.13603 -1.08184 1.92326
H -3.49966 -2.95392 2.99620
H -4.87081 -2.35614 2.05968
H -2.28617 -3.52766 0.94782
H -3.93094 -4.00590 0.51591
H -4.31435 -1.93258 -0.67503
H -2.58863 -2.15800 -1.00085
H -2.11900 -1.07541 2.33812
H -3.70787 -0.28719 2.40130
F -10.38938 4.41807 -5.32815
As -10.52480 4.23325 -7.04179
F -8.90256 3.60259 -7.10031
F -9.90451 5.83211 -7.26613
F -10.62600 4.03563 -8.76069
F -12.13535 4.85722 -7.00255
F -11.13454 2.62954 -6.82352
C -8.87702 2.52110 -11.71729
Cl -8.38156 2.86649 -10.08376
Cl -7.97371 3.50082 -12.88972
Cl -8.69913 0.79840 -12.09770
H -9.92359 2.77484 -11.81099
O 3.77205 -2.03596 4.54462
P 2.56185 -1.49786 3.78865
O 3.44038 -0.45639 2.79312
C 4.69754 -0.80848 2.24258
C 4.56342 -1.50251 0.88447
O 1.91804 -0.50222 4.85077
C 2.22565 -0.58351 6.25761
C 3.38644 0.31866 6.61553
O 1.21155 -1.20199 2.84880
C 1.09630 -1.48354 1.45883
C 1.04547 -2.95900 1.14456
H 5.28488 -1.42668 2.93444
H 5.25204 0.11929 2.10481
H 3.99363 -2.42652 0.95931
H 5.54490 -1.74320 0.47294
H 4.04743 -0.86712 0.17016
H 2.41694 -1.61254 6.55483
H 1.32988 -0.26149 6.78588
H 4.24271 0.14424 5.96416
H 3.69471 0.15340 7.64711
H 3.10363 1.36518 6.50115
H 1.88676 -0.96966 0.90870
H 0.15659 -1.03213 1.13481
H 1.89206 -3.46238 1.59556
H 1.04213 -3.13547 0.07001
H 0.15404 -3.41761 1.56961
Na 3.80676 -3.40443 2.41370
C 7.03058 -1.81052 5.97721
C 8.07979 -2.82448 5.51433
O 9.13349 -2.90262 6.11943
O 7.75557 -3.54180 4.47597
H 7.38489 -1.25823 6.84214
H 6.81040 -1.10250 5.17384
H 6.10505 -2.32376 6.23884
C -2.52437 4.36695 1.79453
C -2.03342 5.58846 2.23115
C -1.01917 5.62907 3.17685
C -0.48999 4.44911 3.67955
C -0.97835 3.22694 3.24109
C -1.99827 3.18650 2.30106
H -3.31880 4.33505 1.05983
H -2.44200 6.50841 1.83539
H -0.64072 6.58170 3.52255
H 0.30336 4.48259 4.41467
H -0.56497 2.30603 3.63343
H -2.38540 2.23297 1.96202
C 9.34447 -5.50773 2.35468
C 10.77978 -5.30183 2.75908
O 11.09111 -3.89311 2.74981
O 9.12078 -4.97298 1.03185
H 9.08644 -6.56402 2.35473
H 8.67823 -4.98711 3.04685
H 11.43360 -5.78869 2.03865
H 10.98563 -5.69385 3.75547
H 10.65614 -3.51282 3.52704
H 9.67998 -4.19013 0.95100
Li 8.59789 -2.89520 2.81168
*
```

Below is a structure of composition C19H14BClF2MgN3O2, with properties calculated with ωB97M-V/def2-TZVPD.

Calculated values
- LUMO energy (eV) = 2.35
- largest force on an atom (eV Å⁻¹) = 0.451
- energy (hartree) = -1932.3160

ORCA input file:
```
! RIJCOSX wB97M-V def2-TZVPD def2/J DEFGRID3
* xyz -1 1
Mg 0.49648 -0.39944 0.65212
O -0.32573 2.74884 2.84289
C -0.74108 2.11779 1.87245
N -0.63734 0.66743 1.88091
C -1.38638 0.03798 2.78992
O -2.23008 0.46277 3.57119
C -1.14712 -1.47708 2.81408
C -1.68820 -2.24082 3.84052
C -1.44604 -3.60065 3.85125
C -0.68474 -4.16438 2.83320
C -0.19130 -3.33469 1.84585
N -0.41546 -2.01817 1.83790
C -1.26702 2.69739 0.69183
C -1.55313 4.06685 0.58403
C -2.40987 4.54648 -0.37761
C -3.21220 3.57030 -1.06792
C -2.86905 2.27233 -1.05915
N -1.57205 1.94343 -0.52350
H -2.27818 -1.73121 4.58816
H -1.84377 -4.22188 4.64443
H -0.47695 -5.22482 2.80082
H 0.40695 -3.72365 1.03139
H -1.15064 4.71135 1.35734
H -2.66245 5.59666 -0.42667
H -4.16380 3.85513 -1.50402
H -3.48511 1.46421 -1.42878
Cl 3.70763 0.20742 -5.81536
C 3.25411 -0.29893 -4.20321
C 2.36627 -1.34560 -4.03560
C 2.01839 -1.74169 -2.75400
C 2.53270 -1.11388 -1.61262
C 2.11797 -1.52446 -0.25399
C 3.42570 -0.05718 -1.83071
C 3.78678 0.35113 -3.10344
H 1.94957 -1.84568 -4.89986
H 1.31889 -2.56195 -2.63197
H 2.94681 -1.39493 0.45304
H 1.87217 -2.59102 -0.25281
H 3.83860 0.46710 -0.97596
H 4.47553 1.17361 -3.24436
F 0.66767 1.17857 -0.82330
B -0.59281 1.43482 -1.34692
F -0.75173 1.04049 -2.61156
*
```

Below is an isolated molecule of C4H4N2S2 at a distorted geometry, with properties calculated with ωB97M-V/def2-TZVPD.

Calculated values
- SMILES string = [H]/N=C1N=C/C(=C/S)S\1
- LUMO energy (eV) = -0.78
- largest force on an atom (eV Å⁻¹) = 4.367
- energy (hartree) = -1060.6335

ORCA input file:
```
! RIJCOSX wB97M-V def2-TZVPD def2/J DEFGRID3
* xyz 0 1
H 0.48513 2.76005 -2.72573
N -0.27731 2.29243 -2.02915
C 0.10332 1.38999 -1.23059
N 1.32515 0.92102 -0.88053
C 1.27043 0.11481 0.20739
C -0.02276 -0.18161 0.73245
C -0.24322 -1.31551 1.39612
S -1.53657 -2.29011 1.66988
S -1.23437 0.62826 -0.32112
H 2.19361 -0.52275 0.47846
H 0.51297 -1.90656 1.92555
H -2.57638 -1.89002 0.77726
*
```